Entry 1:
{"formula": "C5H11N2O", "method": "ωB97M-V/def2-TZVPD", "species": ["C", "O", "C", "C", "C", "C", "N", "N", "H", "H", "H", "H", "H", "H", "H", "H", "H", "H", "H"], "positions_angstrom": [[-2.799, -0.385, 0.509], [-4.018, -0.876, 0.136], [-1.699, -0.086, -0.515], [-0.466, 0.423, 0.212], [0.812, 0.401, -0.287], [1.960, 0.350, 0.567], [3.200, 0.119, -0.101], [1.047, 0.154, -1.647], [-2.343, -1.064, 1.254], [-2.993, 0.584, 1.006], [-2.082, 0.667, -1.209], [-1.495, -0.991, -1.097], [-0.041, -0.563, 2.124], [-0.557, -0.107, 1.256], [1.954, 0.582, 1.618], [3.550, -0.820, 0.044], [3.914, 0.770, 0.200], [0.170, 0.207, -2.139], [1.885, 0.636, -1.931]], "forces_ev_per_a": [[0.3, 0.1, 0.2], [0.6, 0.2, -0.3], [-0.2, 0.6, -0.7], [-1.3, -1.6, 0.2], [1.3, -1.0, 0.7], [-0.5, 0.3, -1.5], [0.1, 0.3, 0.3], [-0.6, 0.3, 1.4], [-0.4, 0.2, 0.3], [-0.2, -0.2, 0.4], [0.0, 0.0, -0.2], [0.1, 0.0, 0.0], [0.0, -0.4, 0.6], [0.6, 1.1, 0.1], [-0.3, 0.1, 0.2], [0.0, -0.1, -0.1], [0.1, -0.1, 0.2], [0.5, 0.4, -0.7], [-0.1, -0.1, -0.8]], "mulliken_spin": [0.03, -0.88, -0.06, 0.70, -0.13, 0.57, -0.01, 0.01, -0.04, -0.08, 0.03, 0.03, 0.66, 0.13, -0.02, 0.03, 0.01, 0.00, 0.00], "multiplicity": 2, "gap_ev": [6.39, 8.04], "fmax_ev_per_a": 2.1, "e_above_lowest_ev": 5.8493}



Entry 2:
{"formula": "C23H23FN8O4", "method": "ωB97M-V/def2-TZVPD", "species": ["C", "O", "C", "C", "C", "C", "C", "C", "N", "N", "C", "O", "C", "N", "N", "N", "C", "N", "O", "N", "C", "N", "C", "C", "C", "C", "C", "O", "C", "C", "C", "C", "C", "F", "C", "C", "H", "H", "H", "H", "H", "H", "H", "H", "H", "H", "H", "H", "H", "H", "H", "H", "H", "H", "H", "H", "H", "H", "H"], "positions_angstrom": [[6.938, -1.502, 0.588], [6.577, -2.849, 0.382], [5.278, -3.228, 0.249], [5.102, -4.612, 0.167], [3.848, -5.172, 0.033], [2.733, -4.360, 0.010], [2.870, -2.976, 0.097], [1.692, -2.127, 0.140], [0.542, -2.640, -0.076], [-0.597, -1.918, -0.033], [-0.796, -0.570, 0.004], [0.085, 0.270, 0.025], [-2.238, -0.251, 0.000], [-3.161, -1.246, -0.036], [-4.327, -0.749, -0.021], [-4.224, 0.594, 0.026], [-5.379, 1.343, 0.059], [-5.468, 2.638, 0.180], [-6.767, 2.938, 0.184], [-7.540, 1.832, 0.068], [-6.727, 0.807, -0.017], [-7.072, -0.474, -0.192], [-2.912, 0.967, 0.042], [-2.446, 2.377, 0.080], [-1.595, 2.616, 1.330], [-1.641, 2.685, -1.186], [4.151, -2.397, 0.187], [4.287, -1.023, 0.240], [3.927, -0.310, -0.932], [3.177, 0.957, -0.608], [3.026, 1.391, 0.700], [2.331, 2.553, 0.982], [1.799, 3.276, -0.066], [1.121, 4.417, 0.196], [1.940, 2.871, -1.381], [2.629, 1.704, -1.644], [6.390, -1.057, 1.421], [8.003, -1.527, 0.821], [6.784, -0.897, -0.309], [5.989, -5.224, 0.203], [3.745, -6.243, -0.039], [1.738, -4.767, -0.064], [1.840, -1.080, 0.385], [-1.432, -2.491, -0.114], [-8.039, -0.727, -0.107], [-6.338, -1.162, -0.111], [-3.326, 3.026, 0.115], [-1.275, 3.653, 1.355], [-2.165, 2.404, 2.232], [-0.712, 1.982, 1.305], [-1.318, 3.721, -1.162], [-2.246, 2.528, -2.077], [-0.763, 2.046, -1.231], [4.851, -0.049, -1.478], [3.320, -0.939, -1.597], [3.449, 0.805, 1.502], [2.196, 2.895, 1.996], [1.507, 3.459, -2.175], [2.738, 1.365, -2.664]], "forces_ev_per_a": [[0.2, 0.4, 0.1], [-0.2, -0.2, -0.1], [-0.1, -0.2, 0.0], [0.0, 0.3, 0.0], [0.1, 0.0, 0.0], [0.0, 0.2, 0.0], [0.6, -0.6, 0.0], [-0.5, 0.8, 0.1], [0.5, -0.4, -0.1], [-0.6, 0.0, 0.1], [0.3, -0.1, -0.1], [0.0, -0.1, 0.0], [-0.6, 0.8, 0.0], [0.2, -0.1, 0.0], [-0.9, -0.4, 0.0], [1.6, -0.1, 0.0], [-1.9, 0.7, 0.1], [0.8, -0.5, 0.0], [0.1, 0.3, 0.0], [-0.3, -1.1, -0.1], [0.6, 1.3, 0.1], [-0.3, -0.6, -0.1], [0.2, -0.5, 0.0], [0.2, 0.3, 0.0], [-0.1, 0.0, 0.0], [-0.1, 0.0, 0.0], [-0.1, -0.1, -0.1], [-0.2, -0.2, 0.2], [0.2, 0.1, -0.5], [0.1, -0.1, 0.2], [0.1, -0.1, -0.2], [-0.2, 0.2, -0.1], [0.1, -0.1, 0.0], [0.0, -0.1, 0.0], [-0.1, 0.1, 0.1], [0.1, -0.1, 0.2], [0.1, 0.0, -0.1], [-0.1, 0.0, 0.0], [0.0, 0.0, 0.1], [0.1, -0.1, 0.0], [0.0, -0.1, 0.0], [-0.1, -0.1, 0.0], [-0.2, 0.0, 0.0], [0.3, 0.2, 0.0], [0.0, 0.0, 0.0], [-0.2, 0.0, 0.0], [0.3, -0.1, 0.0], [0.0, 0.1, 0.0], [0.0, 0.0, 0.1], [0.1, 0.0, 0.0], [0.1, 0.1, 0.0], [0.0, 0.0, -0.1], [0.1, 0.0, 0.0], [-0.2, -0.1, 0.1], [0.1, 0.0, 0.1], [0.0, 0.0, 0.1], [0.0, 0.1, 0.1], [-0.1, 0.1, -0.1], [0.0, 0.0, -0.1]], "lowdin_charge": [-0.07, -0.06, -0.19, 0.00, -0.08, -0.04, -0.13, -0.06, 0.08, 0.05, -0.38, 0.07, -0.11, 0.08, 0.04, 0.03, -0.17, 0.13, -0.07, 0.11, -0.34, 0.15, -0.08, -0.33, -0.04, -0.04, -0.15, -0.10, -0.14, -0.21, -0.03, 0.00, -0.29, 0.05, -0.02, -0.03, 0.10, 0.10, 0.09, 0.12, 0.10, 0.10, 0.11, 0.13, 0.11, 0.07, 0.11, 0.08, 0.09, 0.06, 0.08, 0.09, 0.06, 0.14, 0.14, 0.12, 0.12, 0.12, 0.12], "multiplicity": 1, "gap_ev": 8.26, "fmax_ev_per_a": 2.0, "smiles": "COc1cccc(/C=N/NC(=O)c2nnn(-c3nonc3N)c2C(C)C)c1OCc1ccc(F)cc1"}



Entry 3:
{"formula": "C19H45AsCoF5N3Si6Te", "method": "ωB97M-V/def2-TZVPD", "species": ["Co", "C", "Si", "C", "C", "Si", "Te", "Si", "C", "C", "C", "Si", "C", "C", "C", "H", "H", "H", "H", "H", "H", "H", "H", "H", "H", "H", "H", "H", "H", "H", "H", "H", "H", "H", "H", "H", "H", "H", "H", "H", "H", "H", "F", "C", "F", "C", "F", "F", "F", "N", "C", "N", "C", "N", "C", "Si", "C", "C", "As", "Si", "C", "C", "C", "H", "H", "H", "H", "H", "H", "H", "H", "H", "H", "H", "H", "H", "H", "H", "H", "H", "H"], "positions_angstrom": [[0.948, -0.515, 0.167], [6.263, -3.210, 0.255], [4.813, -2.126, 0.790], [3.389, -3.279, 1.186], [5.281, -1.191, 2.348], [4.376, -0.619, -0.959], [2.643, 1.147, -0.471], [6.257, 0.714, -1.388], [5.972, 1.662, -2.988], [7.850, -0.274, -1.591], [6.515, 1.954, 0.002], [3.714, -1.703, -2.933], [2.361, -2.956, -2.580], [5.174, -2.595, -3.729], [3.053, -0.450, -4.165], [6.465, -3.960, 1.025], [7.176, -2.632, 0.101], [6.041, -3.740, -0.674], [3.711, -3.983, 1.960], [3.072, -3.858, 0.317], [2.521, -2.746, 1.576], [5.549, -1.894, 3.143], [4.432, -0.599, 2.692], [6.126, -0.518, 2.184], [5.968, 0.987, -3.847], [6.766, 2.398, -3.144], [5.015, 2.188, -2.971], [7.736, -1.082, -2.316], [8.173, -0.715, -0.646], [8.650, 0.384, -1.942], [5.608, 2.534, 0.179], [7.321, 2.650, -0.252], [6.782, 1.456, 0.936], [2.732, -3.800, -1.995], [1.954, -3.351, -3.516], [1.529, -2.512, -2.027], [5.643, -3.303, -3.042], [5.939, -1.884, -4.050], [4.844, -3.152, -4.611], [2.177, 0.060, -3.761], [2.760, -0.956, -5.089], [3.796, 0.310, -4.412], [-0.552, 1.820, 0.084], [-0.590, 0.499, -0.282], [-1.714, -0.011, 0.322], [-0.954, 0.503, -1.785], [-0.082, 1.206, -2.514], [-0.984, -0.744, -2.271], [-2.163, 1.049, -1.991], [0.075, -2.197, 0.204], [-0.273, -3.308, 0.144], [-0.577, -4.546, 0.195], [-1.280, -5.138, -0.756], [-1.879, -5.744, -1.540], [-1.792, -2.181, 2.712], [-0.899, -0.730, 3.480], [-2.057, 0.749, 3.562], [-0.480, -1.266, 5.239], [1.182, -0.295, 2.447], [1.630, 1.894, 3.209], [1.216, 1.963, 5.049], [3.474, 2.248, 3.132], [0.697, 3.278, 2.355], [-2.656, -2.419, 3.340], [-1.152, -3.065, 2.673], [-2.141, -1.971, 1.705], [-2.986, 0.459, 4.063], [-2.303, 1.102, 2.562], [-1.622, 1.581, 4.120], [-1.403, -1.527, 5.767], [0.033, -0.498, 5.817], [0.155, -2.154, 5.215], [1.752, 1.189, 5.601], [0.150, 1.856, 5.256], [1.537, 2.933, 5.440], [4.050, 1.491, 3.667], [3.667, 3.215, 3.606], [3.835, 2.288, 2.104], [-0.381, 3.111, 2.373], [1.002, 3.366, 1.313], [0.911, 4.227, 2.857]], "forces_ev_per_a": [[-0.1, 0.0, -0.1], [0.0, 0.0, 0.0], [0.0, 0.0, 0.0], [0.0, 0.0, 0.0], [0.0, 0.0, 0.0], [0.0, 0.0, 0.0], [0.0, 0.0, 0.0], [0.0, 0.0, 0.0], [0.0, 0.0, 0.0], [0.0, 0.0, 0.0], [0.0, 0.0, 0.0], [0.0, 0.0, 0.0], [0.0, 0.0, 0.0], [0.0, 0.0, 0.0], [0.0, 0.0, 0.0], [0.0, 0.0, 0.0], [0.0, 0.0, 0.0], [0.0, 0.0, 0.0], [0.0, 0.0, 0.0], [0.0, 0.0, 0.0], [0.0, 0.0, 0.0], [0.0, 0.0, 0.0], [0.0, 0.0, 0.0], [0.0, 0.0, 0.0], [0.0, 0.0, 0.0], [0.0, 0.0, 0.0], [0.0, 0.0, 0.0], [0.0, 0.0, 0.0], [0.0, 0.0, 0.0], [0.0, 0.0, 0.0], [0.0, 0.0, 0.0], [0.0, 0.0, 0.0], [0.0, 0.0, 0.0], [0.0, 0.0, 0.0], [0.0, 0.0, 0.0], [0.0, 0.0, 0.0], [0.0, 0.0, 0.0], [0.0, 0.0, 0.0], [0.0, 0.0, 0.0], [0.0, 0.0, 0.0], [0.0, 0.0, 0.0], [0.0, 0.0, 0.0], [0.0, 0.0, 0.0], [0.1, -0.1, 0.0], [-0.1, 0.0, 0.1], [0.0, 0.1, 0.0], [0.1, 0.0, 0.0], [0.0, -0.1, 0.0], [-0.1, 0.0, 0.0], [0.1, 0.1, 0.0], [0.1, -0.1, -0.1], [0.0, 0.0, 0.0], [0.0, 0.0, 0.0], [0.0, 0.0, 0.0], [0.0, 0.0, 0.1], [0.0, 0.0, 0.0], [0.0, 0.0, 0.0], [0.0, 0.0, 0.0], [0.0, 0.1, 0.0], [0.0, 0.0, 0.0], [0.0, 0.0, 0.0], [0.0, 0.0, 0.0], [0.0, 0.0, 0.0], [0.0, 0.0, 0.0], [0.0, 0.0, 0.0], [0.0, 0.0, 0.0], [0.0, 0.0, 0.0], [0.0, 0.0, -0.1], [0.0, 0.0, 0.0], [0.0, 0.0, 0.0], [0.0, 0.0, 0.0], [0.0, 0.0, 0.0], [0.0, 0.0, 0.0], [0.1, 0.0, 0.0], [0.0, 0.0, 0.0], [0.0, 0.0, 0.0], [0.0, 0.0, 0.0], [0.0, 0.0, 0.0], [0.0, 0.0, 0.0], [0.0, 0.0, 0.0], [0.0, 0.0, 0.0]], "lowdin_charge": [-0.21, -0.21, 0.32, -0.22, -0.21, 0.09, 0.69, 0.30, -0.23, -0.22, -0.23, 0.32, -0.21, -0.22, -0.21, 0.03, 0.01, 0.02, 0.03, 0.02, -0.04, 0.03, -0.01, 0.02, 0.02, 0.03, 0.02, 0.02, 0.01, 0.03, 0.00, 0.03, 0.02, 0.02, 0.04, 0.00, 0.01, 0.01, 0.03, 0.01, 0.03, 0.01, 0.00, -0.48, 0.02, -0.60, 0.10, 0.14, 0.15, 0.09, -0.33, 0.08, -0.42, 0.07, -0.23, 0.26, -0.21, -0.23, 0.85, 0.21, -0.24, -0.25, -0.22, 0.03, 0.02, 0.01, 0.03, 0.02, 0.00, 0.03, 0.00, 0.02, 0.02, 0.00, 0.03, 0.02, 0.03, -0.04, 0.02, 0.00, 0.03], "multiplicity": 1, "charge": -1, "gap_ev": [6.77, 6.66], "fmax_ev_per_a": 0.2, "e_above_lowest_ev": 0.0000}



Entry 4:
{"formula": "C4H6N2", "method": "ωB97M-V/def2-TZVPD", "species": ["N", "C", "C", "C", "C", "N", "H", "H", "H", "H", "H", "H"], "positions_angstrom": [[-1.240, 1.149, -0.003], [-0.182, 1.705, 0.222], [1.030, 0.803, 0.280], [0.825, -0.682, 0.484], [-1.923, 0.248, -0.597], [1.414, -1.528, -0.259], [1.529, 0.941, -0.689], [1.693, 1.204, 1.048], [0.169, -0.967, 1.318], [-1.837, 0.142, -1.673], [-2.643, -0.333, -0.046], [1.193, -2.482, 0.039]], "forces_ev_per_a": [[0.6, -2.1, -0.5], [0.2, 1.1, 0.2], [0.3, 0.1, 0.1], [0.0, 0.1, -0.1], [-0.8, 0.5, -0.1], [-0.3, 0.2, 0.3], [0.0, 0.1, 0.2], [0.2, -0.1, 0.0], [0.1, 0.0, -0.1], [-0.1, 0.0, 0.0], [-0.3, 0.1, 0.0], [0.1, 0.1, 0.0]], "lowdin_charge": [-0.03, -0.09, -0.19, -0.27, -0.02, 0.09, 0.11, 0.10, 0.11, 0.08, 0.06, 0.05], "multiplicity": 1, "gap_ev": [8.84, 8.83], "fmax_ev_per_a": 2.3, "e_above_lowest_ev": 3.6964}